Entry 1:
{
  "formula": "C4H27N2O10",
  "method": "ωB97M-V/def2-TZVPD",
  "elements": ["N", "C", "C", "N", "C", "C", "O", "O", "H", "H", "H", "H", "H", "H", "H", "H", "H", "H", "H", "H", "H", "O", "H", "H", "O", "H", "H", "O", "H", "H", "O", "H", "H", "O", "H", "H", "O", "H", "H", "O", "H", "H", "O"],
  "positions_angstrom": [[-0.4037, -0.9161, 0.8206], [-1.8279, -0.5884, 1.3102], [-2.7254, -0.3961, 0.1071], [-2.0116, 0.3269, -0.9472], [-2.0950, 1.7821, -0.8291], [-0.7095, 2.1955, -0.3820], [-0.3466, 3.2489, -1.1635], [-0.0432, 1.7381, 0.4965], [-0.4616, -1.1402, -0.1708], [0.2528, -0.1886, 1.1099], [-0.0066, -1.7612, 1.2548], [-1.5654, 0.2550, 1.9443], [-2.2197, -1.4005, 1.9165], [-3.5742, 0.2151, 0.4287], [-3.0933, -1.3585, -0.2469], [-2.3397, 0.0330, -1.8526], [-2.2777, 2.1646, -1.8314], [-2.9191, 2.2584, -0.2959], [0.5688, 3.5530, -1.0979], [1.2281, -3.2490, -3.2748], [1.1518, -1.8178, -2.6307], [1.0624, -2.7652, -2.4650], [4.5340, 0.5955, -1.2516], [3.1353, 1.1833, -1.5026], [3.9804, 1.3542, -1.0973], [3.1624, 0.0593, 1.1742], [2.2275, 0.7453, 2.1433], [2.3329, -0.0766, 1.6448], [1.9256, 2.2550, 4.0033], [2.4825, 2.7257, 2.6131], [2.1008, 2.0002, 3.0936], [-0.1657, 2.2237, 2.9459], [-1.2873, 2.6438, 2.2170], [-1.1019, 1.9762, 2.8881], [-1.2459, -3.2944, -1.9059], [-2.0637, -2.7387, -3.0615], [-2.1502, -3.0753, -2.1677], [1.3252, -4.1873, 2.1609], [2.1949, -3.6537, 0.9667], [1.3305, -3.6285, 1.3823], [-0.0271, 0.0668, -2.3009], [0.7984, 0.5630, -3.4873], [0.8673, 0.0738, -2.6589]],
  "atomic_forces_ev_per_a": [[-0.780, -2.067, 1.098], [1.600, -0.404, 0.225], [-0.017, 0.711, 0.220], [-0.876, -0.281, 0.043], [0.666, -0.502, -1.189], [-0.212, 2.255, -0.921], [-0.144, -0.289, -0.122], [0.414, -0.124, -0.239], [0.558, 0.660, -0.151], [0.230, 0.300, -0.905], [-0.141, -0.120, 0.027], [-1.112, 0.319, -0.101], [0.245, -0.100, 0.099], [-0.215, -0.321, 0.065], [0.169, 0.043, -0.185], [-0.358, -0.044, -0.048], [0.411, 0.193, -0.090], [0.056, -0.525, 0.799], [0.101, -0.257, 0.552], [0.123, 0.123, -0.207], [0.146, 0.028, -0.381], [-0.355, -0.197, 0.629], [0.204, -0.430, -0.259], [-0.391, -0.356, -0.284], [0.097, 0.677, 0.601], [-0.072, -0.149, -0.191], [-0.050, -0.198, 0.308], [-0.036, -0.500, -0.592], [0.288, 0.162, 0.073], [0.295, 0.745, 0.000], [-0.687, 0.051, 0.438], [0.261, -0.747, 0.532], [-0.895, -0.124, -0.045], [0.571, 1.008, 0.083], [0.078, -0.058, -0.190], [0.028, -0.086, -0.208], [0.066, 0.263, 0.407], [0.345, -0.144, 0.004], [0.119, -0.176, 0.198], [-0.697, 0.512, -0.218], [-0.206, 0.065, 0.203], [0.080, -0.054, -0.025], [0.091, 0.135, -0.054]],
  "nbo_charge": [-0.71, -0.26, -0.25, -0.66, -0.36, 0.81, -0.69, -0.62, 0.43, 0.49, 0.46, 0.27, 0.23, 0.20, 0.24, 0.39, 0.24, 0.23, 0.51, 0.48, 0.49, -0.99, 0.48, 0.48, -0.95, 0.48, 0.49, -1.00, 0.51, 0.50, -0.96, 0.48, 0.46, -0.93, 0.49, 0.47, -0.96, 0.49, 0.49, -0.97, 0.48, 0.49, -0.96],
  "charge": 1,
  "energy_ev": -28036.1119,
  "e_lumo_ev": -2.6
}


Entry 2:
{
  "formula": "C4H27NO10",
  "method": "ωB97M-V/def2-TZVPD",
  "elements": ["C", "N", "C", "C", "C", "O", "H", "H", "H", "H", "H", "H", "H", "H", "H", "H", "H", "O", "H", "H", "O", "H", "H", "O", "H", "H", "O", "H", "H", "O", "H", "H", "O", "H", "H", "O", "H", "H", "O", "H", "H", "O"],
  "positions_angstrom": [[-0.3739, -2.4817, -1.0426], [0.6097, -1.5453, -0.9712], [1.5586, 0.6721, -0.8932], [0.3522, -0.1879, -0.5474], [-0.0093, -0.1168, 0.9167], [-1.5506, -2.2098, -1.1570], [0.0464, -3.4978, -1.0737], [1.5618, -1.8843, -0.9525], [2.4974, 0.2800, -0.4937], [1.4610, 1.7077, -0.5784], [1.6936, 0.6716, -1.9772], [-0.4435, 0.1910, -1.1902], [-0.6301, -0.9662, 1.1964], [0.8547, -0.2167, 1.5889], [-0.5030, 0.7339, 1.3919], [-0.8662, 0.8359, -2.9655], [-1.6587, 0.1940, -4.0756], [-1.3238, 1.0573, -3.7836], [4.5089, -0.2981, 1.5413], [4.3669, -1.7233, 1.3928], [4.6779, -0.9737, 0.8634], [-2.3998, 3.7173, 0.3938], [-2.8699, 3.1831, 1.7330], [-2.3151, 3.8709, 1.3564], [4.1304, -1.8713, -1.1778], [3.7334, -3.0008, -0.3123], [3.6795, -2.7334, -1.2371], [3.2665, 1.7433, 2.6465], [3.1004, 0.7749, 3.8386], [3.3565, 0.8217, 2.9137], [-2.9235, -0.6208, -2.0456], [-4.2947, -0.4185, -1.4554], [-3.8575, -0.7792, -2.2417], [-0.7216, 2.6075, 4.0440], [-0.2598, 3.5162, 2.8892], [-0.6266, 2.6500, 3.0859], [-1.4191, -1.6591, 2.7434], [-2.6444, -2.6147, 3.0046], [-1.7781, -2.5358, 2.5941], [-1.7234, 3.1829, -1.7437], [-2.8349, 2.2191, -1.6639], [-2.5429, 3.0488, -1.2481]],
  "atomic_forces_ev_per_a": [[0.481, 0.603, -0.646], [0.095, -0.544, 0.381], [0.506, -0.144, -0.583], [0.315, 0.989, -0.353], [-0.155, -0.647, 1.889], [-0.110, -0.142, 0.307], [-0.271, -0.146, -0.024], [0.111, -0.015, 0.062], [-0.128, -0.071, 0.308], [-0.202, 0.016, 0.182], [-0.013, 0.086, -0.067], [-0.467, -0.072, 0.357], [-0.163, -0.101, -0.432], [0.394, -0.129, -0.547], [-0.121, 0.525, -1.020], [0.180, 0.029, -0.061], [-0.031, 0.365, -0.051], [-0.126, -0.397, 0.174], [0.078, 0.474, -0.364], [0.206, -0.215, -0.395], [-0.341, -0.159, 0.922], [-0.032, 0.033, 0.523], [0.144, -0.026, 0.164], [-0.172, 0.259, -0.575], [-0.145, -0.286, -0.219], [-0.076, -0.327, -0.163], [0.088, 0.590, 0.347], [-0.088, -0.083, 0.129], [-0.017, 0.096, 0.004], [0.151, -0.055, -0.215], [-0.041, -0.524, 0.041], [-0.023, -0.262, -0.301], [-0.034, 0.688, 0.320], [0.089, 0.127, -0.096], [-0.296, 0.114, -0.092], [0.272, -0.501, 0.464], [-0.369, 0.099, 0.266], [0.134, 0.342, 0.030], [0.183, -0.520, -0.142], [-0.028, 0.379, 0.132], [-0.326, 0.279, 0.283], [0.346, -0.730, -0.938]],
  "nbo_charge": [0.54, -0.63, -0.62, -0.03, -0.66, -0.63, 0.12, 0.42, 0.21, 0.22, 0.21, 0.17, 0.21, 0.21, 0.25, 0.46, 0.48, -0.94, 0.50, 0.46, -0.96, 0.49, 0.46, -0.97, 0.49, 0.46, -0.94, 0.48, 0.48, -0.96, 0.47, 0.46, -0.94, 0.46, 0.48, -0.94, 0.47, 0.48, -0.94, 0.48, 0.49, -0.95],
  "charge": 0,
  "energy_ev": -26551.3184,
  "smiles": "CC(C)NC=O.O.O.O.O.O.O.O.O.O",
  "e_lumo_ev": -0.1
}


Asked for HOMO level across the records above, the calculation gives -13.38, -9.79 eV in order.